Below is a structure of composition C31H42BrN3O2PbSi4Te, with properties calculated with the ωB97M-V functional and the def2-TZVPD basis.

Summary:
LUMO	-0.78	eV
relative energy (zero: lowest compared OMol25 entry of this formula, charge and spin)	16.28	kcal per mole
energy	-155493.25047	eV
charge	0

Atoms and positions in Å:
Pb1 -2.24486 1.04595 0.83743
C1 -3.20246 3.47130 4.95653
C2 -2.36207 2.81239 5.83242
C3 -1.89893 1.55067 5.49951
C4 -2.30176 0.99099 4.29456
N1 -3.08391 1.64188 3.43540
C5 -3.51728 2.85021 3.75938
C6 -1.91855 -0.39104 3.89333
C7 -1.40497 -1.30024 4.81658
C8 -1.15606 -2.59889 4.41578
C9 -1.49561 -2.98743 3.13011
C10 -2.01915 -2.03491 2.26569
N2 -2.15938 -0.75268 2.63239
C11 -2.54932 -2.41289 0.92176
C12 -2.80741 -3.73819 0.57161
C13 -3.45116 -3.99997 -0.62526
C14 -3.80386 -2.94440 -1.45430
C15 -3.47011 -1.66240 -1.05276
N3 -2.87014 -1.40708 0.10326
H1 -3.56545 4.46576 5.16365
H2 -2.04652 3.28264 6.75330
H3 -1.21420 1.03757 6.15639
H4 -4.11394 3.35911 3.01305
H5 -1.21642 -0.99726 5.83328
H6 -0.73309 -3.31446 5.10747
H7 -1.34482 -4.00548 2.81391
H8 -2.54836 -4.55206 1.22853
H9 -3.67669 -5.01902 -0.90479
H10 -4.30662 -3.10597 -2.39433
H11 -3.70419 -0.80421 -1.67069
C16 2.13423 1.98474 -3.30958
Si1 3.04854 0.66928 -2.32739
C17 4.33965 -0.15839 -3.42590
C18 3.98035 1.49546 -0.91996
Si2 1.46549 -0.85650 -1.48234
Te1 0.56316 0.44137 0.46560
Si3 2.50059 -2.71853 -0.50126
C19 1.19321 -3.72950 0.41167
C20 3.77211 -2.14040 0.75697
C21 3.35270 -3.82436 -1.76911
Si4 0.10071 -1.58653 -3.22891
C22 1.17223 -1.81090 -4.76270
C23 -1.25350 -0.34769 -3.64831
C24 -0.65885 -3.26455 -2.82877
H12 2.80979 2.79824 -3.57745
H13 1.32230 2.40590 -2.72022
H14 1.71161 1.58608 -4.23007
H15 5.04152 0.59359 -3.78743
H16 3.91037 -0.65766 -4.28942
H17 4.91147 -0.89632 -2.86591
H18 4.68462 2.22117 -1.33106
H19 4.54549 0.77494 -0.33207
H20 3.30473 2.01903 -0.24709
H21 0.64022 -3.07835 1.08814
H22 1.65681 -4.52097 1.00251
H23 0.48613 -4.18790 -0.27466
H24 3.33274 -1.42329 1.44802
H25 4.61840 -1.65860 0.27105
H26 4.15311 -2.98520 1.33243
H27 2.63555 -4.26811 -2.45796
H28 3.88472 -4.63754 -1.27447
H29 4.07389 -3.26379 -2.36066
H30 1.52682 -0.85005 -5.12957
H31 0.59480 -2.27808 -5.56201
H32 2.04281 -2.43396 -4.56648
H33 -0.82041 0.57694 -4.02410
H34 -1.86096 -0.08489 -2.78027
H35 -1.91149 -0.75285 -4.41882
H36 0.08411 -4.04941 -2.96499
H37 -1.49882 -3.48089 -3.49041
H38 -1.00465 -3.31810 -1.79957
Br1 -1.51102 4.94142 -2.81265
C25 -0.72766 5.30490 -1.11868
C26 0.04905 6.43791 -0.95299
C27 0.57929 6.69704 0.30303
C28 0.32441 5.84672 1.36585
C29 -0.43716 4.69998 1.18142
C30 -0.95590 4.42699 -0.07566
C31 -0.69929 3.77548 2.35887
O1 -0.68706 4.25513 3.48527
O2 -0.90079 2.54957 2.07075
H39 0.22813 7.10488 -1.78425
H40 1.18578 7.58005 0.44926
H41 0.70400 6.05576 2.35432
H42 -1.55077 3.54087 -0.24523

Mulliken population analysis, charges in e, atoms 1 to 5: number 1, Pb, carries 0.680; number 2, C, carries -0.623; number 3, C, carries -0.523; number 4, C, carries -0.659; number 5, C, carries 0.727

=====

Below is a structure of composition C31H42BrN6O5Ru, with properties calculated with the ωB97M-V functional and the def2-TZVPD basis.

Summary:
LUMO (alpha / beta)	-0.17 / -0.25	eV
relative energy (zero: lowest compared OMol25 entry of this formula, charge and spin)	8.55	kcal per mole
spin multiplicity	2
<S²>	0.75
energy	-124634.02292	eV
charge	0

Atoms and positions in Å:
Ru1 0.40157 0.09292 0.46851
N1 0.91602 -1.31425 2.07029
C1 0.00385 -1.17842 3.22374
C2 -1.09758 -0.12286 2.98981
O1 -1.81285 0.23085 3.89842
O2 -1.18159 0.31526 1.76417
H1 0.68022 -2.17535 1.58058
H2 1.89388 -1.38973 2.33118
H3 0.55435 -0.95203 4.13046
H4 -0.51650 -2.12514 3.38491
C3 3.01188 2.59093 3.51595
C4 1.63301 1.92541 3.60750
C5 1.39364 1.40399 5.02336
C6 0.53973 2.87362 3.16591
C7 0.00397 3.77544 4.07475
C8 -0.99263 4.65763 3.69457
C9 -1.45580 4.64833 2.39469
C10 -0.93439 3.77633 1.44316
C11 -1.43901 3.84244 0.01947
C12 -2.96086 3.70435 -0.04620
C13 -0.97444 5.13255 -0.66078
C14 0.06660 2.89456 1.84577
N2 0.73586 2.05095 0.88329
C15 1.74681 2.56788 0.26250
C16 2.68127 1.69839 -0.33187
C17 3.86966 1.91742 -1.01972
C18 4.46648 0.66482 -1.13320
C19 3.62725 -0.26571 -0.51193
N3 2.52478 0.35137 -0.01729
C20 4.01312 -1.70106 -0.21676
C21 2.83512 -2.66813 -0.29527
C22 5.08767 -2.18756 -1.19508
C23 4.59836 -1.73187 1.20586
H5 3.79344 1.91214 3.86392
H6 3.03749 3.48903 4.13705
H7 3.25366 2.88196 2.49348
H8 1.64225 1.07667 2.91705
H9 1.57416 2.18339 5.76510
H10 2.08890 0.59116 5.24434
H11 0.36655 1.05411 5.15972
H12 0.35492 3.77680 5.09815
H13 -1.41095 5.34805 4.41560
H14 -2.23539 5.33951 2.10059
H15 -1.01994 2.99702 -0.52198
H16 -3.46209 4.60770 0.30888
H17 -3.29881 2.86235 0.55835
H18 -3.27439 3.52007 -1.07434
H19 -1.35143 6.01126 -0.13258
H20 -1.34176 5.17668 -1.68788
H21 0.11551 5.20553 -0.68616
H22 1.90848 3.64180 0.30863
H23 4.24515 2.86730 -1.36610
H24 5.42194 0.45157 -1.58204
H25 2.54356 -2.85568 -1.32314
H26 1.95596 -2.26721 0.20663
H27 3.09979 -3.62178 0.16768
H28 4.75890 -2.05877 -2.22741
H29 5.28357 -3.24841 -1.02732
H30 6.03015 -1.65493 -1.06581
H31 3.84797 -1.42310 1.93860
H32 5.44212 -1.04597 1.29040
H33 4.93809 -2.73764 1.46367
Br1 -0.23456 -4.05472 1.15063
C24 -1.06326 -3.19207 -0.33364
C25 -1.59392 -4.01528 -1.31416
C26 -2.27671 -3.40485 -2.35308
C27 -2.41207 -2.02768 -2.34370
C28 -1.81144 -1.31019 -1.32201
N4 -1.11830 -1.87913 -0.33156
C29 -1.93846 0.19507 -1.34919
O3 -2.91926 0.69854 -1.85717
O4 -0.94643 0.87628 -0.87277
H34 -1.48006 -5.08656 -1.24817
H35 -2.71418 -4.00023 -3.14344
H36 -2.97798 -1.49217 -3.09092
C30 1.91379 -2.21617 -4.30147
N5 1.34449 -0.88850 -4.23696
C31 0.98895 -0.30192 -3.05326
N6 0.62938 1.00955 -3.14446
O5 1.00165 -0.90737 -1.98244
H37 2.98667 -2.18865 -4.50297
H38 1.42200 -2.80623 -5.07532
H39 1.75124 -2.69640 -3.34280
H40 1.51476 -0.27359 -5.01443
H41 0.39255 1.38797 -4.04513
H42 0.10504 1.36383 -2.35234

Mulliken population analysis, charges in e, atoms 1 to 5: number 1, Ru, carries 1.264; number 2, N, carries -0.161; number 3, C, carries -0.386; number 4, C, carries 0.334; number 5, O, carries -0.741

=====

Below is a structure of composition C31H42CoN3OP, with properties calculated with the ωB97M-V functional and the def2-TZVPD basis.

Summary:
LUMO (alpha / beta)	2.62 / 2.61	eV
relative energy (zero: lowest compared OMol25 entry of this formula, charge and spin)	200.95	kcal per mole
spin multiplicity	5
<S²>	6.08
energy	-86249.92032	eV
charge	-1

Atoms and positions in Å:
Co1 0.04968 0.24613 -0.10868
N1 -1.20372 -1.00527 0.83172
N2 -0.30052 -2.22997 -1.59488
C1 1.95188 0.99993 -0.53878
C2 2.09978 -0.35067 -0.03688
C3 1.56218 -0.39287 1.28582
C4 1.56318 -1.57227 2.21132
H1 1.61038 -2.51937 1.65302
H2 0.65688 -1.59407 2.83772
H3 2.43938 -1.51717 2.88542
C5 1.05458 0.91613 1.62032
C6 0.50838 1.33683 2.95342
H4 1.32668 1.65173 3.63052
H5 -0.03402 0.51303 3.44502
H6 -0.18712 2.18693 2.85412
C7 1.31938 1.77713 0.49522
C8 1.10698 3.26443 0.44842
H7 0.26078 3.57773 1.07982
H8 0.90948 3.61183 -0.57828
H9 2.01398 3.78213 0.81412
C9 2.75678 -1.49207 -0.75708
H10 3.83238 -1.55057 -0.50368
H11 2.67308 -1.37557 -1.84998
H12 2.28248 -2.44927 -0.48348
C10 2.55708 1.56523 -1.78788
H13 1.86838 2.25083 -2.30688
H14 2.83558 0.76673 -2.48858
H15 3.47948 2.12893 -1.54578
C11 -1.96442 -0.50907 1.84182
H16 -2.10362 0.57613 1.82612
C12 -2.51192 -1.27797 2.85702
H17 -3.11162 -0.80857 3.64082
C13 -2.24502 -2.67617 2.84182
H18 -2.62512 -3.32217 3.64122
C14 -1.52702 -3.21677 1.79952
H19 -1.33432 -4.29317 1.74372
C15 -1.04182 -2.38767 0.72252
C16 -0.42092 -2.95397 -0.38778
H20 -0.33392 -4.03557 -0.49228
C17 -0.22532 -0.86237 -1.68888
C18 -0.38402 -2.81997 -2.85668
H21 -0.45612 -3.89847 -2.97858
C19 -0.40012 -1.80667 -3.77218
H22 -0.47952 -1.81587 -4.85688
N3 -0.31762 -0.61737 -3.05368
C20 -0.53322 0.66933 -3.65258
C21 0.45818 1.24243 -4.47428
C22 0.21898 2.52763 -4.99488
H23 0.98998 2.99503 -5.61918
C23 -0.97382 3.22223 -4.73908
C24 -1.18562 4.62773 -5.25398
H24 -1.06192 5.36533 -4.43848
H25 -2.20472 4.75863 -5.65768
H26 -0.46252 4.88103 -6.04708
C25 -1.97532 2.57373 -3.99288
H27 -2.93502 3.07643 -3.82678
C26 -1.79052 1.28923 -3.46238
C27 -2.93142 0.55353 -2.79808
H28 -3.35032 -0.19257 -3.49998
H29 -3.73462 1.25143 -2.51668
H30 -2.61002 0.00753 -1.89698
C28 1.70808 0.48733 -4.86448
H31 1.56488 -0.00477 -5.84548
H32 1.95688 -0.30117 -4.13828
H33 2.56998 1.16773 -4.96318
C29 1.00698 -0.54807 5.34852
P1 -0.53892 -1.16857 4.41522
C30 -0.11282 -2.96077 4.88302
C31 -1.67532 -0.07367 5.48192
O1 -0.19842 -0.46147 2.24492
H34 1.05898 0.55203 5.42102
H35 1.94668 -0.94337 4.92852
H36 0.95018 -0.88927 6.40302
H37 -0.06152 -3.02177 5.99072
H38 -0.81312 -3.74747 4.58032
H39 0.88588 -3.23167 4.48542
H40 -1.64152 0.97243 5.10682
H41 -2.72262 -0.41067 5.57072
H42 -1.31372 -0.06607 6.52922

Mulliken population analysis, charges in e, atoms 1 to 5: number 1, Co, carries -0.107; number 2, N, carries 0.338; number 3, N, carries 0.833; number 4, C, carries 0.046; number 5, C, carries 1.159

=====

Below is a structure of composition C31H42MnN3OP, with properties calculated with the ωB97M-V functional and the def2-TZVPD basis.

Summary:
LUMO (alpha / beta)	2.57 / 2.54	eV
relative energy (zero: lowest compared OMol25 entry of this formula, charge and spin)	29.52	kcal per mole
spin multiplicity	5
<S²>	6.05
energy	-79953.51674	eV
charge	-1

Atoms and positions in Å:
Mn1 -0.25635 -0.01038 0.07041
N1 -1.08464 -1.86769 1.69482
N2 -0.13380 -2.32145 -1.38465
C1 1.11828 1.64405 -0.39598
C2 1.94834 0.51086 -0.09098
C3 1.64654 0.08328 1.23863
C4 2.35486 -0.98220 1.99522
H1 2.94845 -1.62554 1.33090
H2 1.64271 -1.61338 2.54730
H3 3.05009 -0.54505 2.73216
C5 0.65062 0.96890 1.78673
C6 0.12907 0.92751 3.17677
H4 0.83696 1.37766 3.88752
H5 -0.04812 -0.10901 3.49209
H6 -0.82166 1.46790 3.25816
C7 0.34936 1.96158 0.78328
C8 -0.48627 3.17100 0.96364
H7 -1.29668 2.99364 1.68269
H8 -0.94115 3.47923 0.01231
H9 0.10142 4.02532 1.33786
C9 3.03320 -0.05200 -0.94009
H10 3.98842 -0.07452 -0.39282
H11 3.18929 0.55159 -1.84151
H12 2.80985 -1.08367 -1.25017
C10 1.13491 2.45733 -1.64374
H13 0.10976 2.61143 -2.01315
H14 1.69777 1.96030 -2.44399
H15 1.58494 3.45258 -1.49184
C11 -1.90472 -2.13474 2.73852
H16 -1.98040 -1.41390 3.54814
C12 -2.67126 -3.29700 2.82948
H17 -3.37183 -3.44556 3.66221
C13 -2.49425 -4.27163 1.83897
H18 -3.10884 -5.16914 1.83888
C14 -1.53752 -4.10368 0.85048
H19 -1.33585 -4.82842 0.05423
C15 -0.80814 -2.89178 0.84117
C16 0.21528 -2.73777 -0.12347
H20 1.26162 -2.94593 0.08116
C17 -0.30158 -0.96954 -1.69005
C18 -0.38384 -3.11865 -2.50429
H21 -0.40507 -4.19680 -2.43465
C19 -0.55764 -2.29118 -3.52510
H22 -0.76396 -2.46468 -4.57209
N3 -0.43951 -0.96953 -3.04658
C20 -0.38120 0.17878 -3.92641
C21 0.79244 0.43811 -4.66074
C22 0.81110 1.56125 -5.49032
H23 1.71097 1.78838 -6.05296
C23 -0.30284 2.38228 -5.64764
C24 -0.25061 3.61150 -6.51714
H24 -0.28772 4.55349 -5.93990
H25 -1.11221 3.61566 -7.20101
H26 0.66592 3.61576 -7.12201
C25 -1.45408 2.09991 -4.91633
H27 -2.32498 2.74455 -5.02170
C26 -1.52244 0.98489 -4.07739
C27 -2.81003 0.60364 -3.42408
H28 -3.23597 -0.32330 -3.83256
H29 -3.56514 1.38509 -3.55846
H30 -2.64359 0.46975 -2.35197
C28 1.98397 -0.46373 -4.61954
H31 1.91140 -1.29608 -5.33435
H32 2.13454 -0.87402 -3.61877
H33 2.87934 0.10877 -4.88734
C29 -4.55882 -0.64969 -0.14676
P1 -3.59702 0.71805 0.44677
C30 -4.14994 2.28010 -0.23851
C31 -3.72522 0.81808 2.23350
O1 -2.14403 0.54453 0.02946
H34 -5.60580 -0.44971 0.10414
H35 -4.18403 -1.57044 0.31810
H36 -4.41453 -0.73791 -1.22994
H37 -5.21342 2.43690 -0.00881
H38 -3.53910 3.10104 0.16766
H39 -3.99651 2.26144 -1.32671
H40 -3.43729 -0.13701 2.68761
H41 -3.05826 1.59312 2.63954
H42 -4.76576 1.05226 2.49980

Mulliken population analysis, charges in e, atoms 1 to 5: number 1, Mn, carries 2.375; number 2, N, carries 0.888; number 3, N, carries 0.949; number 4, C, carries 0.857; number 5, C, carries 0.316